w | Density functional theory data (wB97M-V/def2-TZVPD) for a cluster of 2 separate species, C5H13ClSi in total.

```
20
Properties=species:S:1:pos:R:3:nbo_charge:R:1
C 0.57 -0.88 2.54 -0.69
C -0.57 -0.85 -1.76 -0.68
C 1.50 0.22 -0.81 -0.68
C -0.75 -0.96 1.87 -0.21
C 0.06 0.34 -1.12 -0.32
Si -0.84 1.96 -1.06 0.86
Cl -1.98 0.13 2.32 0.06
H 1.09 -1.82 2.43 0.23
H 0.45 -0.65 3.60 0.23
H 1.20 -0.09 2.11 0.23
H -1.66 -0.80 -1.71 0.22
H -0.24 -1.78 -1.29 0.20
H -0.30 -0.92 -2.82 0.22
H 1.73 -0.74 -0.35 0.21
H 2.10 0.28 -1.72 0.22
H 1.83 1.02 -0.15 0.22
H -0.98 -1.63 1.08 0.20
H -2.25 1.70 -0.76 -0.17
H -0.79 2.68 -2.35 -0.18
H -0.20 2.80 -0.05 -0.17
```

Output
Frontier orbital gap (spin up / spin down) (Eh): 0.177 / 0.117


x | Density functional theory data (wB97M-V/def2-TZVPD) for an isolated molecule of C5H13ClSi.

```
20
Properties=species:S:1:pos:R:3:nbo_charge:R:1
C -2.08 -0.31 -1.14 -0.61
C -1.53 1.08 -0.77 -0.39
C -0.48 1.04 0.35 -0.87
Si 0.96 -0.19 0.16 1.62
C 2.47 0.65 0.84 -1.14
C 0.54 -1.87 0.85 -1.14
Cl 1.19 -0.41 -1.92 -0.42
H -1.28 -1.06 -1.05 0.20
H -2.41 -0.36 -2.20 0.22
H -2.84 -0.62 -0.40 0.20
H -2.35 1.74 -0.49 0.20
H -1.05 1.58 -1.64 0.21
H -0.92 0.79 1.30 0.22
H 0.00 2.03 0.40 0.23
H 3.33 0.13 0.40 0.25
H 2.56 0.67 1.92 0.25
H 2.49 1.70 0.50 0.25
H 1.19 -2.56 0.32 0.25
H -0.51 -2.06 0.65 0.25
H 0.72 -1.96 1.93 0.25
```

Output
SMILES string: CCC[Si](C)(C)Cl
Frontier orbital gap (Eh): 0.398


Q: Which of them is the least stable? A: w.


w | Density functional theory data (wB97M-V/def2-TZVPD) for a structure of composition C31H39N11OSSr.

```
84
Properties=species:S:1:pos:R:3:lowdin_charge:R:1
Sr 0.05 0.36 0.40 1.39
C 1.43 3.48 -0.59 -0.15
C 0.62 3.09 -1.84 -0.10
C -0.86 3.21 -1.63 -0.28
C -1.62 4.12 -2.36 0.00
C -2.98 4.23 -2.09 -0.03
C -3.54 3.44 -1.10 -0.04
C -2.71 2.56 -0.43 -0.15
N -1.41 2.44 -0.68 0.03
N 1.86 2.33 0.22 -0.24
C 3.06 1.74 -0.39 -0.13
C 3.52 0.44 0.20 -0.27
C 4.87 0.11 0.18 0.01
C 5.27 -1.13 0.64 -0.02
C 4.31 -2.01 1.13 -0.03
C 2.99 -1.60 1.14 -0.14
N 2.60 -0.40 0.68 0.02
C 2.16 2.77 1.59 -0.13
C 0.94 3.12 2.40 -0.28
C 0.95 4.25 3.20 0.00
C -0.15 4.52 4.00 -0.03
C -1.22 3.65 3.98 -0.03
C -1.15 2.55 3.15 -0.13
N -0.10 2.28 2.37 0.03
H 0.82 4.14 0.04 0.13
H 2.32 4.05 -0.88 0.13
H 0.87 2.08 -2.16 0.10
H 0.91 3.74 -2.67 0.13
H -1.15 4.72 -3.12 0.12
H -3.58 4.94 -2.65 0.12
H -4.59 3.51 -0.85 0.11
H -3.11 1.92 0.34 0.10
H 3.89 2.46 -0.36 0.14
H 2.84 1.57 -1.45 0.14
H 5.59 0.82 -0.21 0.13
H 6.31 -1.41 0.62 0.12
H 4.58 -2.98 1.51 0.12
H 2.21 -2.24 1.53 0.11
H 2.82 3.65 1.57 0.14
H 2.72 1.98 2.09 0.13
H 1.80 4.91 3.19 0.12
H -0.16 5.40 4.63 0.12
H -2.10 3.81 4.59 0.12
H -1.97 1.84 3.10 0.11
N -2.71 -4.57 -3.44 0.22
C -3.00 -3.58 -2.33 -0.32
C -3.92 -2.46 -2.77 -0.09
C -4.00 -1.43 -1.61 -0.35
N -2.73 -0.73 -1.41 0.06
C -4.47 -2.14 -0.33 -0.11
C -3.68 -3.39 0.07 -0.36
N -2.39 -3.06 0.68 0.06
C -3.55 -4.34 -1.14 -0.10
H -2.35 -4.10 -4.28 0.17
H -3.55 -5.09 -3.71 0.18
H -1.99 -5.23 -3.12 0.11
H -2.01 -3.19 -2.10 0.09
H -4.92 -2.85 -3.00 0.13
H -3.54 -1.96 -3.66 0.13
H -4.76 -0.69 -1.86 0.15
H -2.60 -0.01 -2.11 0.08
H -1.94 -1.35 -1.51 -0.01
H -5.51 -2.44 -0.47 0.13
H -4.44 -1.43 0.50 0.12
H -4.25 -3.91 0.84 0.15
H -1.76 -2.62 0.02 0.04
H -1.92 -3.92 0.97 0.10
H -4.54 -4.75 -1.39 0.14
H -2.90 -5.18 -0.87 0.12
O 0.34 -0.43 -1.92 -0.29
N 0.04 -1.66 -1.70 -0.13
C 0.91 -2.58 -2.09 -0.28
C 2.21 -2.22 -2.57 -0.17
N 3.25 -1.87 -2.89 0.21
C 0.38 -3.90 -2.14 -0.14
N -0.18 -4.90 -2.16 0.18
S -1.11 -1.90 4.95 1.08
C 0.40 -1.10 4.98 -0.37
C 0.75 -0.74 3.72 -0.28
N -0.14 -1.09 2.74 -0.12
C -1.17 -1.71 3.26 -0.49
H 0.94 -0.93 5.89 0.08
H 1.66 -0.23 3.45 0.10
H -1.99 -2.09 2.67 0.04
```

Output
Net charge: +2
Frontier orbital gap (Eh): 0.335


x | Density functional theory data (wB97M-V/def2-TZVPD) for a structure of composition C31H39N11OSSr.

```
84
Properties=species:S:1:pos:R:3:lowdin_charge:R:1
Sr -0.73 0.15 -1.15 1.51
C -1.56 -1.21 -3.32 -0.19
C -1.57 0.32 -3.70 -0.15
C -2.84 0.99 -3.19 -0.32
C -3.82 1.42 -4.07 0.01
C -4.99 1.96 -3.56 -0.02
C -5.16 2.05 -2.19 -0.03
C -4.13 1.61 -1.38 -0.11
N -2.99 1.11 -1.86 -0.03
N -0.35 -1.74 -2.63 -0.31
C -0.62 -3.04 -1.98 -0.11
C -1.78 -3.00 -1.00 -0.29
C -2.78 -3.95 -1.09 0.00
C -3.83 -3.90 -0.18 -0.02
C -3.86 -2.87 0.75 -0.03
C -2.83 -1.94 0.75 -0.11
N -1.80 -2.00 -0.10 0.01
C 0.84 -1.76 -3.48 -0.11
C 1.72 -0.51 -3.40 -0.27
C 2.57 -0.24 -4.46 0.00
C 3.42 0.86 -4.37 -0.02
C 3.37 1.65 -3.23 -0.03
C 2.46 1.32 -2.24 -0.11
N 1.65 0.26 -2.31 0.02
H -1.77 -1.80 -4.22 0.14
H -2.40 -1.38 -2.64 0.11
H -1.55 0.41 -4.78 0.13
H -0.68 0.88 -3.38 0.07
H -3.67 1.33 -5.14 0.13
H -5.77 2.30 -4.23 0.12
H -6.06 2.45 -1.76 0.12
H -4.20 1.67 -0.30 0.11
H 0.29 -3.31 -1.43 0.14
H -0.80 -3.82 -2.72 0.14
H -2.73 -4.72 -1.84 0.13
H -4.62 -4.63 -0.22 0.12
H -4.67 -2.78 1.46 0.12
H -2.83 -1.11 1.44 0.08
H 0.57 -1.92 -4.53 0.14
H 1.46 -2.61 -3.19 0.14
H 2.58 -0.87 -5.33 0.13
H 4.09 1.10 -5.17 0.12
H 4.00 2.52 -3.12 0.12
H 2.37 1.92 -1.34 0.10
N 2.41 -1.83 4.36 0.19
C 3.70 -1.02 4.45 -0.26
C 4.53 -1.25 3.20 -0.11
C 3.82 -0.75 1.93 -0.35
N 2.73 -1.69 1.58 0.05
C 3.32 0.68 2.11 -0.11
C 2.57 1.00 3.41 -0.34
N 1.20 0.42 3.42 0.05
C 3.34 0.45 4.62 -0.10
H 2.17 -2.29 5.24 0.16
H 2.47 -2.49 3.59 0.13
H 1.65 -1.14 4.05 0.11
H 4.23 -1.38 5.33 0.15
H 4.79 -2.31 3.10 0.13
H 5.47 -0.71 3.33 0.14
H 4.56 -0.73 1.13 0.14
H 3.07 -2.41 0.96 0.09
H 1.98 -1.21 1.09 0.06
H 2.70 0.96 1.26 0.08
H 4.19 1.34 2.08 0.14
H 2.52 2.09 3.49 0.14
H 0.75 0.57 2.52 0.04
H 0.63 0.93 4.09 0.10
H 2.76 0.61 5.53 0.13
H 4.27 1.01 4.75 0.14
O 0.34 1.37 0.52 -0.43
N 0.82 2.49 0.95 -0.02
C 0.51 3.55 0.25 -0.32
C -0.29 3.41 -0.94 -0.17
N -0.91 3.22 -1.89 0.21
C 0.99 4.83 0.66 -0.17
N 1.38 5.86 0.99 0.18
S -3.39 3.14 3.23 1.06
C -3.39 1.66 4.07 -0.39
C -2.69 0.73 3.37 -0.27
N -2.15 1.16 2.18 -0.04
C -2.46 2.42 1.99 -0.51
H -3.89 1.54 5.02 0.08
H -2.53 -0.29 3.69 0.10
H -2.15 2.98 1.13 0.06
```

Output
Net charge: +2
Frontier orbital gap (Eh): 0.336


Q: Which of them is the least stable? A: x.